Record 1
{
  "formula": "C40H112N6O21",
  "method": "ωB97M-V/def2-TZVPD",
  "elements": ["C", "C", "C", "O", "C", "N", "H", "H", "H", "H", "H", "H", "H", "H", "H", "H", "H", "C", "C", "C", "O", "C", "N", "H", "H", "H", "H", "H", "H", "H", "H", "H", "H", "H", "C", "C", "C", "O", "C", "N", "H", "H", "H", "H", "H", "H", "H", "H", "H", "H", "H", "C", "C", "C", "O", "C", "N", "H", "H", "H", "H", "H", "H", "H", "H", "H", "H", "H", "C", "C", "C", "O", "C", "N", "H", "H", "H", "H", "H", "H", "H", "H", "H", "H", "H", "C", "C", "O", "O", "H", "H", "H", "H", "H", "H", "C", "C", "O", "O", "H", "H", "H", "H", "H", "H", "C", "C", "O", "O", "H", "H", "H", "H", "H", "H", "C", "C", "O", "O", "H", "H", "H", "H", "H", "H", "C", "C", "O", "O", "H", "H", "H", "H", "H", "H", "C", "C", "O", "O", "H", "H", "H", "H", "H", "H", "C", "C", "O", "O", "H", "H", "H", "H", "H", "H", "C", "O", "C", "C", "N", "C", "C", "O", "C", "H", "H", "H", "H", "H", "H", "H", "H", "H", "H", "H", "H", "H", "H", "H"],
  "positions_angstrom": [[-10.998, 2.298, -11.441], [-9.772, 1.590, -10.899], [-9.152, 0.652, -11.916], [-9.998, -0.479, -12.104], [-10.019, -0.972, -13.421], [-8.787, 2.566, -10.428], [-11.517, 2.706, -10.566], [-11.744, 1.668, -11.919], [-10.661, 3.128, -12.060], [-10.030, 0.940, -10.059], [-8.212, 0.178, -11.580], [-8.919, 1.103, -12.889], [-10.845, -1.679, -13.492], [-9.095, -1.536, -13.624], [-10.116, -0.153, -14.140], [-8.344, 3.097, -11.177], [-7.978, 2.061, -10.067], [-5.445, 4.695, -19.444], [-6.523, 3.917, -20.211], [-6.500, 2.437, -19.839], [-5.228, 1.867, -20.052], [-5.185, 0.531, -19.600], [-7.849, 4.458, -19.941], [-5.852, 4.939, -18.463], [-5.228, 5.643, -19.937], [-4.567, 4.054, -19.444], [-6.300, 3.998, -21.280], [-7.263, 1.912, -20.433], [-6.762, 2.346, -18.770], [-4.170, 0.195, -19.799], [-5.936, -0.069, -20.121], [-5.356, 0.514, -18.516], [-7.943, 4.557, -18.933], [-8.555, 3.779, -20.213], [2.151, 1.181, -13.977], [1.043, 0.278, -14.506], [-0.058, 0.062, -13.490], [-1.003, -0.923, -13.910], [-0.464, -2.224, -14.043], [0.494, 0.856, -15.746], [3.043, 1.091, -14.590], [2.411, 0.863, -12.962], [1.814, 2.217, -13.933], [1.547, -0.661, -14.746], [-0.614, 0.978, -13.274], [0.304, -0.270, -12.499], [0.187, -2.318, -14.920], [-1.310, -2.899, -14.161], [0.122, -2.544, -13.172], [-0.150, 1.604, -15.472], [-0.131, 0.148, -16.131], [-8.769, -2.943, -19.665], [-10.025, -3.244, -20.421], [-9.721, -3.437, -21.891], [-9.224, -2.181, -22.364], [-8.558, -2.269, -23.579], [-10.617, -4.447, -19.784], [-8.963, -2.797, -18.606], [-8.075, -2.237, -20.114], [-8.187, -3.879, -19.719], [-10.835, -2.524, -20.294], [-10.641, -3.614, -22.466], [-8.963, -4.205, -22.086], [-9.294, -2.511, -24.368], [-7.792, -3.058, -23.655], [-8.049, -1.352, -23.868], [-9.931, -5.132, -19.491], [-11.259, -4.919, -20.412], [-6.689, -4.537, -10.138], [-6.556, -3.870, -8.769], [-5.150, -3.594, -8.336], [-4.283, -4.706, -8.380], [-4.676, -5.768, -7.546], [-7.319, -2.600, -8.651], [-6.050, -4.010, -10.855], [-7.697, -4.474, -10.545], [-6.371, -5.578, -10.102], [-7.091, -4.544, -8.085], [-5.064, -3.142, -7.338], [-4.685, -2.870, -9.017], [-5.505, -6.344, -7.971], [-5.002, -5.395, -6.562], [-3.830, -6.416, -7.330], [-6.676, -1.845, -8.870], [-8.109, -2.538, -9.279], [-8.023, 3.672, -14.894], [-6.686, 4.396, -14.914], [-5.997, 4.202, -16.131], [-8.586, 3.602, -13.602], [-7.849, 2.685, -15.330], [-8.742, 4.136, -15.582], [-6.073, 3.974, -14.096], [-6.696, 5.456, -14.652], [-5.755, 3.271, -16.193], [-8.971, 4.463, -13.416], [-11.412, 0.556, -17.345], [-10.025, -0.009, -17.254], [-9.206, 0.871, -16.493], [-12.175, -0.268, -18.209], [-11.407, 1.606, -17.655], [-11.847, 0.515, -16.340], [-9.582, -0.303, -18.215], [-10.108, -0.982, -16.735], [-8.434, 0.369, -16.199], [-13.062, -0.356, -17.858], [-6.153, -3.690, -13.687], [-6.059, -5.093, -14.150], [-5.712, -5.913, -13.032], [-4.792, -3.258, -13.409], [-6.694, -3.575, -12.751], [-6.480, -2.976, -14.446], [-5.306, -5.130, -14.947], [-6.991, -5.491, -14.549], [-4.824, -5.601, -12.812], [-4.716, -2.834, -12.549], [-1.982, 3.098, -16.320], [-2.883, 1.979, -15.871], [-3.818, 2.484, -14.953], [-1.196, 3.537, -15.222], [-2.557, 3.919, -16.767], [-1.335, 2.781, -17.142], [-2.262, 1.187, -15.429], [-3.353, 1.450, -16.722], [-4.060, 1.779, -14.298], [-1.830, 3.943, -14.620], [-1.793, 0.399, -5.497], [-2.338, 1.216, -4.366], [-3.279, 0.443, -3.632], [-2.723, 0.356, -6.569], [-1.589, -0.621, -5.154], [-0.819, 0.787, -5.824], [-2.700, 2.199, -4.679], [-1.461, 1.420, -3.726], [-3.741, 1.015, -3.015], [-2.464, -0.343, -7.182], [-1.949, -3.261, -5.200], [-0.889, -2.567, -5.993], [-1.464, -2.119, -7.224], [-2.266, -4.549, -5.801], [-2.891, -2.709, -5.205], [-1.576, -3.551, -4.222], [-0.086, -3.282, -6.204], [-0.421, -1.743, -5.442], [-0.763, -2.001, -7.873], [-2.310, -4.414, -6.758], [-4.399, 3.043, -8.723], [-4.103, 3.527, -7.331], [-4.967, 4.619, -7.024], [-5.717, 2.540, -8.829], [-3.611, 2.402, -9.101], [-4.350, 4.005, -9.271], [-3.048, 3.804, -7.224], [-4.306, 2.749, -6.584], [-4.680, 5.039, -6.211], [-6.309, 3.181, -8.417], [-6.955, -1.768, -16.696], [-7.071, -0.897, -15.577], [-5.822, -0.278, -15.252], [-5.973, 0.183, -13.804], [-4.647, 0.444, -13.265], [-4.673, 0.744, -11.830], [-4.979, -0.505, -10.986], [-3.904, -1.400, -10.948], [-2.969, -1.100, -9.947], [-6.973, -1.200, -17.632], [-7.842, -2.406, -16.711], [-6.095, -2.440, -16.622], [-5.469, 0.524, -15.903], [-5.113, -1.119, -15.242], [-6.485, -0.535, -13.166], [-6.541, 1.110, -13.948], [-4.031, -0.363, -13.354], [-5.389, 1.518, -11.553], [-3.675, 0.999, -11.462], [-5.831, -1.037, -11.424], [-5.362, -0.216, -9.996], [-3.415, -1.360, -8.967], [-2.779, -0.030, -9.788], [-2.074, -1.697, -10.044]],
  "mulliken_charge": [-1.379, 0.328, 0.952, -0.490, -0.401, -0.668, 0.381, 0.326, 0.142, 0.462, -0.531, -0.184, 0.412, -0.055, 0.285, 0.294, 0.186, -0.982, 0.231, -0.198, -0.406, 0.051, -0.729, 0.056, 0.366, 0.297, 0.343, 0.331, -0.044, 0.328, 0.279, -0.415, 0.258, 0.300, -1.660, 0.307, -0.768, -0.045, -0.959, -0.677, 0.370, 0.368, 0.305, 0.474, 0.203, 0.583, 0.317, 0.148, 0.387, 0.118, 0.401, -1.368, 0.798, -0.889, -0.251, -0.811, -0.712, 0.227, 0.211, 0.528, 0.181, 0.412, 0.305, 0.314, 0.326, 0.248, 0.238, 0.235, -0.794, 0.929, -0.279, -0.484, -0.894, -0.696, -0.150, 0.518, 0.308, 0.271, 0.632, -0.718, 0.329, 0.366, 0.343, 0.116, 0.299, 0.174, -0.308, -0.325, -0.374, -0.547, 0.473, 0.093, 0.453, 0.082, 0.263, -0.662, -0.111, -0.286, -0.500, 0.263, 0.317, 0.285, 0.168, 0.033, 0.304, 1.414, -0.895, -0.547, -0.383, 0.072, -0.910, 0.306, 0.400, 0.323, 0.274, -0.869, 1.113, -0.540, -0.571, 0.306, 0.490, -0.392, -0.126, 0.396, 0.352, 0.162, -0.570, -0.532, -0.365, -0.324, 0.313, 0.282, 0.329, 0.301, 0.176, -0.293, -0.809, -0.223, -0.572, 0.241, 0.359, 0.422, 0.635, 0.175, 0.294, -0.228, -0.460, -0.563, -0.454, 0.247, 0.257, 0.443, 0.142, 0.300, 0.317, -0.904, 0.248, -0.398, 0.594, 0.301, -0.560, -0.823, -0.236, -0.739, 0.142, 0.173, 0.574, -0.402, 0.609, -0.001, -0.733, 0.358, 0.375, 0.125, 0.180, 0.150, 0.248, 0.319, 0.304],
  "e_tot_ev": -95226.395,
  "charge": 0,
  "lumo_ev": 0.0,
  "max_force_ev_per_a": 2.48,
  "orbital_gap_ev": 9.065
}

Record 2
{
  "formula": "C28H71BF10N6O12PdS2",
  "method": "ωB97M-V/def2-TZVPD",
  "elements": ["Pd", "B", "F", "F", "F", "F", "C", "F", "F", "F", "S", "O", "O", "N", "S", "O", "O", "C", "F", "F", "F", "C", "C", "O", "H", "H", "H", "H", "H", "H", "C", "C", "O", "H", "H", "H", "H", "H", "H", "C", "O", "C", "C", "N", "C", "C", "O", "C", "H", "H", "H", "H", "H", "H", "H", "H", "H", "H", "H", "H", "H", "H", "H", "C", "C", "C", "O", "C", "N", "H", "H", "H", "H", "H", "H", "H", "H", "H", "H", "H", "C", "C", "C", "O", "C", "N", "H", "H", "H", "H", "H", "H", "H", "H", "H", "H", "H", "C", "C", "C", "O", "C", "N", "H", "H", "H", "H", "H", "H", "H", "H", "H", "H", "H", "C", "C", "C", "O", "C", "N", "H", "H", "H", "H", "H", "H", "H", "H", "H", "H", "H"],
  "positions_angstrom": [[1.175, 0.944, -4.810], [4.299, 3.374, -3.250], [5.377, 2.802, -2.706], [3.084, 3.040, -2.515], [4.283, 4.735, -3.199], [4.167, 2.925, -4.563], [-1.275, -1.574, 0.058], [-0.382, -0.658, 0.399], [-0.748, -2.546, -0.661], [-1.815, -2.197, 1.041], [-2.653, -0.626, -1.016], [-3.910, -1.168, -0.501], [-2.512, 0.836, -0.668], [-2.157, -1.010, -2.661], [-3.395, -1.746, -3.243], [-4.714, -1.180, -2.912], [-3.143, -1.847, -4.676], [-3.437, -3.611, -2.706], [-4.620, -4.148, -3.126], [-2.319, -4.183, -3.114], [-3.380, -3.706, -1.435], [0.622, -8.937, 0.528], [-0.294, -9.926, 1.293], [-1.382, -10.395, 0.546], [1.322, -9.330, -0.209], [1.172, -8.362, 1.272], [-0.013, -8.142, 0.138], [-0.708, -9.412, 2.161], [0.289, -10.728, 1.744], [-1.814, -11.073, 1.071], [7.439, -0.932, 3.847], [8.167, -1.448, 5.096], [7.465, -2.513, 5.564], [6.385, -0.748, 4.055], [7.227, -1.698, 3.102], [7.778, -0.032, 3.334], [8.072, -0.611, 5.787], [9.216, -1.700, 4.937], [6.572, -2.361, 5.884], [7.039, -5.414, 11.011], [6.057, -6.075, 11.867], [5.649, -5.499, 13.085], [5.612, -3.875, 13.191], [4.470, -3.322, 12.539], [4.550, -1.928, 12.232], [4.878, -1.759, 10.692], [4.150, -2.609, 9.769], [2.782, -2.258, 9.685], [7.272, -6.050, 10.158], [8.002, -5.203, 11.476], [6.615, -4.560, 10.482], [6.378, -5.830, 13.824], [4.656, -5.935, 13.187], [6.579, -3.400, 13.027], [5.481, -3.602, 14.238], [4.278, -3.788, 11.664], [5.421, -1.557, 12.772], [3.755, -1.351, 12.704], [5.947, -1.933, 10.574], [4.699, -0.726, 10.395], [2.292, -2.724, 8.830], [2.824, -1.193, 9.454], [2.216, -2.357, 10.611], [-3.559, 4.730, -6.640], [-2.556, 4.466, -7.652], [-2.510, 5.568, -8.740], [-1.501, 5.156, -9.680], [-1.205, 5.978, -10.907], [-1.226, 4.356, -7.092], [-3.696, 5.783, -6.397], [-3.348, 4.217, -5.702], [-4.547, 4.392, -6.956], [-2.844, 3.534, -8.138], [-2.452, 6.572, -8.318], [-3.496, 5.681, -9.190], [-1.160, 7.038, -10.658], [-1.916, 5.943, -11.733], [-0.222, 5.645, -11.239], [-0.682, 4.642, -7.894], [-0.989, 5.166, -6.538], [-12.400, 0.668, 1.789], [-11.099, -0.077, 1.537], [-11.065, -0.786, 0.194], [-12.029, -1.821, 0.234], [-12.247, -2.233, -1.153], [-10.009, 0.841, 1.601], [-13.229, -0.038, 1.748], [-12.612, 1.356, 0.970], [-12.370, 1.157, 2.763], [-11.020, -0.783, 2.364], [-10.130, -1.346, 0.180], [-11.207, -0.064, -0.611], [-13.056, -2.948, -1.302], [-11.376, -2.567, -1.717], [-12.647, -1.298, -1.546], [-10.143, 1.379, 0.757], [-9.135, 0.407, 1.339], [2.557, -3.413, -8.752], [2.517, -2.864, -7.349], [3.778, -3.100, -6.302], [3.570, -2.221, -5.237], [4.569, -2.433, -4.219], [2.367, -1.436, -7.578], [3.431, -3.067, -9.303], [1.650, -3.127, -9.285], [2.647, -4.496, -8.839], [1.703, -3.388, -6.848], [4.690, -2.797, -6.816], [3.738, -4.162, -6.061], [4.518, -1.674, -3.438], [5.536, -2.217, -4.673], [4.700, -3.467, -3.902], [1.796, -1.385, -8.410], [3.240, -1.257, -8.055], [0.601, 8.405, -0.457], [0.304, 9.615, -1.266], [-0.561, 9.342, -2.363], [0.049, 8.660, -3.421], [0.990, 9.331, -4.196], [-0.236, 10.571, -0.309], [1.049, 7.674, -1.130], [-0.276, 7.986, 0.037], [1.282, 8.688, 0.346], [1.332, 9.799, -1.580], [-1.031, 10.265, -2.700], [-1.432, 8.842, -1.939], [1.952, 9.600, -3.761], [0.637, 10.208, -4.739], [1.131, 8.642, -5.030], [0.555, 10.986, 0.163], [-0.711, 10.012, 0.385]],
  "mulliken_charge": [0.932, 0.611, -0.342, -0.469, -0.369, -0.414, 0.727, -0.176, -0.220, -0.206, 0.922, -0.494, -0.569, -0.269, 1.000, -0.353, -0.508, 0.731, -0.202, -0.194, -0.190, -0.970, -0.235, -0.520, 0.293, 0.332, 0.248, 0.244, 0.301, 0.308, -1.090, -0.104, -0.525, 0.295, 0.313, 0.335, 0.199, 0.273, 0.304, -0.509, -0.346, -0.625, -0.588, -0.287, -0.860, -0.516, -0.348, -0.777, 0.284, 0.291, 0.091, 0.351, 0.315, 0.394, 0.422, 0.308, 0.376, 0.345, 0.310, 0.486, 0.254, 0.336, 0.291, -1.587, 0.612, -0.782, -0.359, -0.732, -0.690, 0.329, 0.388, 0.391, 0.220, 0.375, 0.456, 0.313, 0.273, 0.250, 0.315, 0.242, -1.402, 0.412, -0.732, -0.356, -0.734, -0.757, 0.346, 0.320, 0.336, 0.342, 0.329, 0.436, 0.295, 0.263, 0.321, 0.306, 0.275, -1.538, 0.211, -0.744, -0.193, -0.836, -0.528, 0.394, 0.413, 0.377, 0.252, 0.379, 0.369, 0.293, 0.329, 0.317, 0.259, 0.286, -1.610, 0.797, -0.915, -0.257, -0.765, -0.725, 0.377, 0.412, 0.396, 0.089, 0.378, 0.308, 0.279, 0.350, 0.245, 0.324, 0.317],
  "e_tot_ev": -116686.139,
  "charge": 0,
  "lumo_ev": [-2.8, -6.6],
  "max_force_ev_per_a": 5.37,
  "spin_multiplicity": 3,
  "s2": 2.01,
  "orbital_gap_ev": [5.825, 2.027]
}